[1]
ClCsH18O13 | ωB97M-V with the def2-TZVPD basis set

Calculated values
- Relative energy (zero: lowest compared OMol25 entry of this formula, charge and spin): 0.91 kcal/mol
- Total charge: 0

Last column: Löwdin charge in e.
Cartesian coordinates (Å):
Cs (2.607, 0.987, 2.518)  1.1309
Cl (-0.382, 1.367, 0.629)  0.8089
O (-1.604, 2.058, 0.119)  -0.3223
O (-0.642, 0.635, 1.925)  -0.4029
O (0.092, 0.338, -0.371)  -0.3630
O (0.703, 2.399, 0.798)  -0.4915
O (3.310, 2.058, -0.398)  -0.1215
H (3.961, 2.539, -0.931)  0.0894
H (2.448, 2.192, -0.832)  0.0647
O (-1.231, 3.188, -2.450)  -0.0538
H (-1.497, 2.540, -1.798)  -0.0196
H (-1.825, 3.925, -2.360)  0.0247
O (3.064, -0.255, -1.496)  -0.0804
H (2.493, -0.793, -0.932)  -0.0274
H (3.090, 0.640, -1.098)  -0.0470
O (-3.276, -0.258, 0.709)  -0.0070
H (-4.053, -0.298, 1.205)  0.0350
H (-2.954, 0.640, 0.866)  0.0243
O (-1.217, -1.958, 0.678)  -0.0692
H (-1.926, -1.303, 0.571)  -0.0112
H (-1.314, -2.239, 1.592)  -0.0086
O (-1.569, -0.625, -2.113)  -0.0250
H (-1.010, -0.270, -1.431)  -0.0623
H (-1.143, -0.277, -2.856)  0.0056
O (1.000, -2.282, -1.945)  -0.0455
H (0.983, -1.411, -2.304)  -0.0002
H (1.228, -2.188, -1.008)  -0.0185
O (1.617, -1.598, 0.658)  -0.1032
H (1.874, -2.389, 1.088)  0.0594
H (0.702, -1.347, 0.720)  -0.0119
O (-1.528, -2.152, 3.435)  -0.0257
H (-1.301, -1.226, 3.403)  0.0234
H (-0.695, -2.630, 3.403)  0.0515

***

[2]
C6H10N2 | ωB97M-V with the def2-TZVPD basis set

Calculated values
- Relative energy (zero: lowest compared OMol25 entry of this formula, charge and spin): 6.21 kcal/mol
- Total charge: +2

Last column: natural (NBO) charge in e.
Cartesian coordinates (Å):
C (0.146, 1.875, 0.221)  -0.1789
C (-1.175, 1.659, 0.073)  -0.1552
C (0.926, 0.583, 0.233)  0.5543
C (-1.305, 0.166, 0.059)  0.5645
C (2.331, 0.424, 0.056)  -0.7129
C (0.087, -1.875, 0.097)  -0.4345
N (-0.047, -0.345, 0.033)  -0.3784
N (-2.341, -0.579, -0.032)  -0.5982
H (0.504, 2.895, 0.185)  0.3020
H (-1.946, 2.353, -0.188)  0.2997
H (2.807, -0.492, 0.334)  0.3107
H (2.935, 1.364, 0.106)  0.3277
H (2.239, 0.485, -1.067)  0.3553
H (1.126, -2.018, -0.058)  0.2516
H (-0.424, -2.372, -0.797)  0.2492
H (-0.218, -2.370, 0.958)  0.2607
H (-3.308, -0.120, 0.087)  0.4925
H (-2.337, -1.631, -0.300)  0.4899

***

[3]
C5H10N2O | ωB97M-V with the def2-TZVPD basis set

Calculated values
- Relative energy (zero: lowest compared OMol25 entry of this formula, charge and spin): 99.06 kcal/mol
- Total charge: 0

Last column: natural (NBO) charge in e.
Cartesian coordinates (Å):
C (-0.672, -1.207, -1.744)  -0.7185
C (0.083, 1.954, 0.763)  -0.7206
C (-1.236, -0.538, -0.523)  0.4791
C (0.588, 0.633, 0.262)  0.2642
N (1.609, 0.451, -0.475)  -0.6531
O (-2.104, 0.308, -0.456)  -0.5465
H (2.046, 1.336, -0.753)  0.3448
H (-0.480, -0.447, -2.503)  0.2364
H (0.263, -1.711, -1.506)  0.2382
H (-1.402, -1.929, -2.114)  0.2484
H (0.213, 2.725, -0.002)  0.2284
H (0.644, 2.239, 1.657)  0.2378
H (-0.974, 1.904, 1.030)  0.2469
C (0.172, -0.757, 1.377)  0.0561
N (1.088, -1.598, 1.604)  -0.6251
H (1.707, -1.770, 0.809)  0.3622
H (-0.488, -0.325, 2.133)  0.1986
H (-1.056, -1.268, 0.442)  0.1229

***

[4]
C31H50O2P2Pr | ωB97M-V with the def2-TZVPD basis set

Calculated values
- Spin multiplicity: 3
- DFT total energy: -69690.31148 eV
- Total charge: +1

Last column: Löwdin spin population.
Cartesian coordinates (Å):
Pr (0.056, -0.009, -0.068)  2.0249
C (0.534, -1.047, 2.020)  -0.0016
C (1.325, 0.237, 1.963)  -0.0095
C (-1.027, 0.814, 1.910)  -0.0004
C (-0.897, -0.674, 2.056)  -0.0045
C (0.346, 1.402, 1.876)  0.0051
C (1.114, -2.375, 2.387)  0.0001
H (2.127, -2.549, 1.984)  0.0001
H (0.500, -3.230, 2.065)  0.0000
H (1.197, -2.446, 3.488)  -0.0001
C (-2.013, -1.573, 2.393)  -0.0006
H (-1.724, -2.628, 2.463)  0.0001
H (-2.861, -1.513, 1.693)  -0.0002
H (-2.412, -1.292, 3.379)  -0.0003
C (-2.282, 1.591, 2.019)  0.0002
H (-2.428, 1.913, 3.064)  0.0000
H (-3.168, 1.003, 1.742)  0.0000
H (-2.313, 2.504, 1.398)  0.0000
C (0.552, 2.797, 2.342)  0.0014
H (0.503, 2.796, 3.445)  0.0003
H (-0.248, 3.479, 2.017)  0.0001
H (1.502, 3.296, 2.091)  0.0000
C (2.607, 0.274, 2.653)  -0.0017
H (2.425, 0.049, 3.718)  -0.0007
H (3.099, 1.249, 2.648)  0.0000
H (3.320, -0.495, 2.318)  -0.0002
C (3.216, 0.084, -1.992)  -0.0002
C (3.724, -0.400, -0.830)  0.0000
C (5.152, -0.211, -0.431)  0.0000
C (5.426, 1.241, 0.029)  0.0000
C (4.222, 2.147, -0.062)  0.0000
C (3.786, 2.622, -1.240)  0.0000
C (4.407, 2.243, -2.552)  0.0000
C (4.048, 0.809, -3.002)  -0.0001
H (5.819, -0.468, -1.267)  0.0000
H (6.224, 1.648, -0.612)  0.0000
H (5.414, -0.932, 0.368)  0.0000
H (4.967, 0.248, -3.220)  0.0000
H (2.167, 0.052, -2.292)  -0.0001
H (3.155, -0.929, -0.061)  -0.0001
H (3.502, 0.842, -3.964)  0.0000
H (4.161, 2.990, -3.323)  0.0000
H (3.117, 3.489, -1.275)  0.0000
H (5.502, 2.316, -2.475)  0.0000
H (5.889, 1.273, 1.028)  0.0000
H (3.877, 2.630, 0.863)  0.0000
P (-0.219, -2.324, -1.146)  -0.0038
C (-1.450, -3.352, -0.323)  -0.0006
H (-1.565, -4.224, -0.974)  -0.0002
H (-2.445, -2.906, -0.194)  0.0000
H (-1.108, -3.718, 0.654)  0.0000
C (-0.780, -2.324, -2.843)  0.0003
H (-0.978, -3.376, -3.087)  -0.0001
H (-0.019, -1.951, -3.541)  0.0000
H (-1.708, -1.751, -3.007)  0.0000
C (1.135, -3.477, -1.156)  -0.0012
H (1.938, -3.185, -1.842)  0.0000
H (0.715, -4.423, -1.521)  -0.0003
H (1.575, -3.663, -0.165)  0.0000
P (-0.556, 1.976, -1.564)  -0.0024
C (-0.464, 3.595, -0.796)  0.0001
H (-0.406, 4.293, -1.639)  0.0000
H (0.361, 3.802, -0.112)  0.0000
H (-1.380, 3.833, -0.226)  0.0000
C (-0.164, 1.927, -3.301)  -0.0006
H (0.805, 2.385, -3.511)  0.0000
H (-0.908, 2.539, -3.826)  -0.0002
H (-0.193, 0.921, -3.758)  0.0000
C (-2.322, 2.210, -1.856)  -0.0003
H (-2.413, 3.182, -2.356)  -0.0002
H (-2.926, 2.250, -0.943)  0.0000
H (-2.742, 1.457, -2.524)  0.0000
O (-3.321, -0.649, -2.184)  0.0000
C (-3.487, -0.486, -0.959)  0.0000
O (-2.539, -0.263, -0.139)  -0.0020
C (-4.944, -0.520, -0.497)  -0.0003
C (-5.956, -0.607, -1.481)  0.0000
C (-7.309, -0.631, -1.136)  0.0000
C (-7.694, -0.572, 0.209)  0.0000
C (-6.715, -0.492, 1.197)  0.0000
C (-5.359, -0.467, 0.850)  0.0000
H (-5.700, -0.653, -2.538)  0.0000
H (-8.073, -0.695, -1.910)  0.0000
H (-8.746, -0.590, 0.481)  0.0000
H (-7.005, -0.449, 2.246)  0.0000
H (-4.643, -0.412, 1.668)  0.0000